[1]
Computed, not measured: a structure of composition C21H26IN3Zr, with ωB97M-V/def2-TZVPD.

XYZ file:
```
52
Properties=species:S:1:pos:R:3
C 2.920 3.077 0.895
C 3.494 1.741 0.403
H 2.407 3.623 0.090
H 3.701 3.747 1.314
H 2.199 2.946 1.732
H 2.810 1.156 -0.246
H 4.398 1.940 -0.200
H 3.813 1.105 1.241
C -2.608 0.603 0.029
C -3.810 0.520 -0.644
C -3.868 -0.244 -1.811
C -2.759 -0.948 -2.251
H -2.524 1.061 1.004
H -4.669 1.037 -0.239
H -4.807 -0.326 -2.344
H -2.798 -1.647 -3.088
N -1.465 0.148 -0.560
C -1.544 -0.772 -1.587
C -0.415 -1.662 -1.771
N 0.731 -1.301 -1.086
C 1.745 -2.207 -0.995
C 0.574 -3.754 -2.446
C 1.728 -3.383 -1.740
H 2.564 -1.942 -0.319
H 2.603 -4.036 -1.750
C -0.521 -2.906 -2.405
H -1.496 -3.213 -2.802
H 0.505 -4.689 -3.013
Zr 0.457 0.322 0.428
I -0.236 3.042 0.967
C -2.476 0.990 3.751
N -1.240 1.004 4.504
C -1.331 0.410 5.811
C 0.014 0.694 3.799
C 0.024 -0.679 3.197
C 0.420 -1.788 3.952
C 0.183 -3.073 3.467
C -0.439 -3.290 2.244
C -0.818 -2.181 1.475
C -0.492 -0.891 1.909
H -3.288 1.290 4.433
H -2.708 -0.020 3.344
H -2.450 1.717 2.923
H -1.454 -0.691 5.731
H -0.409 0.636 6.363
H -2.194 0.849 6.330
H 0.125 1.503 3.043
H 0.833 0.840 4.523
H 0.902 -1.613 4.921
H 0.476 -3.922 4.072
H -0.665 -4.295 1.880
H -1.409 -2.342 0.567
```

Results
- charge = +2

=====

[2]
Computed, not measured: the ion C21H26N with charge +1, with ωB97M-V/def2-TZVPD.

XYZ file:
```
48
Properties=species:S:1:pos:R:3
C 2.464 0.417 2.388
N 1.805 -0.123 1.189
C 2.790 -0.380 0.092
C 3.261 0.910 -0.504
C 2.652 1.455 -1.562
C 1.565 0.872 -2.240
C 0.666 0.373 -2.869
C -0.374 -0.223 -3.692
C -0.161 -1.741 -3.741
C -0.260 0.372 -5.102
C -1.751 0.100 -3.100
C 0.975 -1.320 1.513
C -0.119 -0.964 2.484
C -0.094 -1.484 3.754
C -1.076 -1.147 4.695
C -2.066 -0.269 4.360
C -2.132 0.289 3.066
C -3.153 1.199 2.718
C -3.219 1.734 1.463
C -2.274 1.362 0.496
C -1.271 0.483 0.799
C -1.156 -0.071 2.095
H 3.169 -0.315 2.779
H 2.998 1.331 2.139
H 1.721 0.635 3.153
H 1.148 0.592 0.843
H 2.286 -0.966 -0.681
H 3.616 -0.961 0.506
H 4.115 1.393 -0.057
H 3.007 2.390 -1.974
H -0.257 -2.182 -2.750
H -0.906 -2.194 -4.390
H 0.826 -1.977 -4.132
H -0.402 1.450 -5.075
H -1.020 -0.062 -5.747
H 0.718 0.163 -5.528
H -2.527 -0.300 -3.748
H -1.890 1.176 -3.021
H -1.870 -0.344 -2.113
H 0.554 -1.703 0.580
H 1.629 -2.084 1.938
H 0.690 -2.170 4.040
H -1.033 -1.580 5.682
H -2.819 0.012 5.081
H -3.885 1.460 3.466
H -4.000 2.430 1.202
H -2.347 1.772 -0.500
H -0.595 0.189 0.005
```

Results
- charge = +1
- SMILES = C[N@@H+](C/C=C\C#CC(C)(C)C)Cc1cccc2ccccc12

=====

Number 1: DFT total energy -1324.2489 Eh, HOMO-LUMO gap 5.12 eV. Number 2: DFT total energy -870.2867 Eh, HOMO-LUMO gap 8.66 eV.